[1]
{
  "formula": "C46H48N3SbSc",
  "method": "ωB97M-V/def2-TZVPD",
  "species": ["Sb", "Sc", "N", "N", "N", "C", "C", "C", "C", "C", "C", "C", "C", "C", "C", "C", "C", "C", "C", "C", "C", "C", "C", "C", "C", "C", "C", "C", "C", "C", "C", "C", "C", "C", "C", "C", "C", "C", "C", "C", "C", "C", "C", "C", "C", "C", "C", "C", "C", "C", "C", "H", "H", "H", "H", "H", "H", "H", "H", "H", "H", "H", "H", "H", "H", "H", "H", "H", "H", "H", "H", "H", "H", "H", "H", "H", "H", "H", "H", "H", "H", "H", "H", "H", "H", "H", "H", "H", "H", "H", "H", "H", "H", "H", "H", "H", "H", "H", "H"],
  "xyz": [[-2.104, 1.057, 2.190], [1.177, -0.818, -0.545], [0.534, -2.602, 0.384], [1.414, -3.345, -2.370], [1.069, -1.747, -3.791], [-0.229, 3.757, 5.958], [4.430, -1.184, -1.798], [-4.638, 4.643, 2.015], [1.069, -0.516, -4.515], [0.257, -5.020, 0.510], [2.524, 0.277, 1.086], [2.177, 1.221, 0.044], [-3.402, -2.163, 4.992], [-1.393, 3.002, 6.141], [1.036, 1.767, -6.183], [-4.497, -2.600, 2.878], [3.329, -0.751, 0.493], [3.332, -1.182, -5.501], [2.101, 0.861, -6.236], [1.171, -2.933, -4.509], [-0.178, -2.501, 1.546], [3.988, -1.890, 1.199], [-3.856, 2.371, 2.271], [-0.597, -4.877, 1.584], [-4.969, 2.062, 3.059], [-3.705, 3.642, 1.711], [-0.026, 2.880, 3.702], [-1.883, 2.194, 5.101], [1.418, -3.910, -3.647], [-0.053, 0.341, -4.511], [-4.287, -2.928, 4.223], [-1.186, 2.124, 3.891], [-0.763, -3.612, 2.149], [1.026, 3.003, -7.041], [-2.720, -1.079, 4.420], [-5.889, 3.075, 3.377], [-2.993, -0.714, 3.100], [1.669, -4.079, -1.241], [-0.040, 1.478, -5.338], [1.095, -1.968, -2.420], [-5.720, 4.365, 2.860], [2.132, -0.284, -5.429], [2.097, 0.290, 2.516], [2.749, 1.451, -2.495], [2.818, 0.781, -1.169], [1.163, 2.309, 0.112], [0.452, 3.702, 4.733], [-3.860, -1.484, 2.317], [-1.263, 0.055, -3.673], [3.514, -0.439, -0.887], [0.853, -3.870, -0.088], [3.297, -2.719, 1.412], [-5.162, -3.209, 2.264], [-2.815, 1.649, 5.253], [1.042, 2.810, -0.861], [1.006, 0.167, 2.634], [-1.050, -0.050, -2.594], [1.826, 1.198, -3.037], [3.986, -2.108, -2.193], [-1.936, 3.035, 7.089], [0.145, 4.390, 6.765], [1.587, -4.950, -3.805], [-6.724, 2.852, 4.039], [2.578, -0.528, 3.073], [2.772, 2.543, -2.404], [2.199, -5.031, -1.362], [0.444, -5.976, 0.012], [2.365, 1.230, 3.022], [-4.049, -1.222, 1.272], [4.730, -0.572, -2.655], [4.807, -2.297, 0.596], [1.001, 3.912, -6.427], [1.926, 3.044, -7.659], [2.934, 1.045, -6.921], [-4.803, -3.782, 4.669], [0.512, 2.854, 2.747], [-1.787, -0.850, -4.013], [-6.427, 5.157, 3.122], [4.076, -0.721, -6.163], [0.176, 1.901, 0.402], [3.106, -2.167, -5.930], [-3.237, -2.409, 6.044], [3.574, 1.141, -3.146], [1.349, 4.303, 4.572], [-1.956, 0.899, -3.794], [-4.509, 5.648, 1.601], [4.415, -1.560, 2.157], [1.405, 3.092, 0.846], [3.835, -1.346, -4.532], [-1.993, -0.525, 5.018], [-1.121, -5.740, 1.991], [-5.117, 1.054, 3.457], [-1.330, -3.482, 3.068], [1.145, -2.957, -5.580], [-2.850, 3.874, 1.072], [0.153, 3.050, -7.706], [-0.920, 2.134, -5.322], [-0.290, -1.505, 1.991], [5.340, -1.484, -1.258]],
  "total_charge": -1,
  "fmax_ev_per_a": 2.7,
  "e_tot_ha": -2946.803424,
  "relative_energy_ev": 0.000
}



[2]
{
  "formula": "C17H27NO4",
  "method": "ωB97M-V/def2-TZVPD",
  "species": ["O", "O", "O", "O", "N", "C", "C", "C", "C", "C", "C", "C", "C", "C", "C", "C", "C", "C", "C", "C", "C", "C", "H", "H", "H", "H", "H", "H", "H", "H", "H", "H", "H", "H", "H", "H", "H", "H", "H", "H", "H", "H", "H", "H", "H", "H", "H", "H", "H"],
  "xyz": [[-0.655, -2.066, -1.333], [2.076, 1.256, -0.560], [4.088, 0.497, 1.640], [2.101, -2.067, 0.116], [-0.946, 1.278, -1.090], [-2.482, 0.520, 0.614], [-4.736, 1.254, 1.039], [2.437, 2.022, 0.571], [0.207, -3.105, -0.950], [3.883, -0.665, 0.859], [-4.234, -1.087, 0.992], [-1.046, 0.858, 0.297], [0.941, -2.827, 0.369], [-0.010, 2.329, -1.400], [3.889, 1.721, 0.980], [-0.011, -0.941, -1.916], [-3.410, 1.541, 0.769], [1.470, 1.947, -1.626], [-5.150, -0.063, 1.154], [-2.907, -0.797, 0.722], [2.598, -1.403, 1.254], [-1.046, 0.198, -2.045], [4.217, 2.479, 1.696], [1.860, -0.672, 1.617], [-5.448, 2.057, 1.160], [-0.348, 2.815, -2.324], [2.031, 2.866, -1.855], [4.750, -1.316, 1.010], [4.519, 1.777, 0.080], [-0.069, 3.070, -0.597], [3.806, -0.416, -0.202], [0.840, -0.633, -1.302], [2.362, 3.093, 0.348], [-0.433, -3.982, -0.824], [-0.403, -0.003, 0.521], [0.370, -1.228, -2.909], [-0.992, 0.638, -3.043], [2.790, -2.119, 2.066], [1.768, 1.791, 1.410], [0.264, -2.284, 1.044], [-4.553, -2.116, 1.072], [-2.200, -1.600, 0.575], [-2.032, -0.260, -1.925], [-0.732, 1.692, 0.931], [1.548, 1.271, -2.481], [0.952, -3.308, -1.731], [-3.088, 2.568, 0.673], [-6.185, -0.289, 1.366], [1.214, -3.778, 0.853]],
  "fmax_ev_per_a": 0.5,
  "e_tot_ha": -1019.611126,
  "relative_energy_ev": 3.283,
  "smiles": "c1ccc(CN2CCOCCOCCOCCOCC2)cc1"
}



[3]
{
  "formula": "C19H36N3O",
  "method": "ωB97M-V/def2-TZVPD",
  "species": ["O", "N", "N", "N", "C", "C", "C", "C", "C", "C", "C", "C", "C", "C", "C", "C", "C", "C", "C", "C", "C", "C", "C", "H", "H", "H", "H", "H", "H", "H", "H", "H", "H", "H", "H", "H", "H", "H", "H", "H", "H", "H", "H", "H", "H", "H", "H", "H", "H", "H", "H", "H", "H", "H", "H", "H", "H", "H", "H"],
  "xyz": [[-1.157, -2.275, -0.092], [1.356, -2.052, -0.211], [3.293, 0.447, 0.387], [0.076, 0.269, 0.415], [-0.705, -2.763, -1.335], [-5.446, -0.383, 1.275], [3.345, -0.928, 0.801], [-2.811, 0.548, -0.146], [-0.403, 0.995, -0.790], [0.808, -2.493, -1.500], [-1.803, 1.607, -0.624], [-5.223, -0.262, -0.228], [-4.239, 0.845, -0.609], [-1.108, 4.047, -0.288], [3.939, 2.358, -0.546], [2.808, -1.885, -0.277], [-1.844, 2.842, 0.285], [-0.568, -2.987, 0.975], [4.291, 1.060, -0.302], [2.282, 1.354, 0.585], [2.667, 2.546, 0.015], [1.014, 1.038, 1.290], [0.966, -3.024, 0.816], [-1.515, 4.311, -1.260], [0.543, 1.974, 1.589], [-4.240, 0.953, -1.696], [1.193, 0.437, 2.186], [1.450, -2.774, 1.760], [-0.916, -3.836, -1.413], [-5.732, 0.578, 1.697], [0.987, -1.703, -2.233], [3.063, -1.471, -1.255], [1.299, -4.030, 0.527], [-0.445, 0.280, -1.612], [-2.807, 0.502, 0.946], [-0.761, -0.012, 0.935], [0.333, 1.760, -1.042], [-2.890, 3.119, 0.417], [2.799, -1.055, 1.738], [-4.552, -0.735, 1.784], [-6.245, -1.092, 1.477], [-1.286, -2.243, -2.098], [4.525, 3.092, -1.060], [2.113, 3.463, 0.029], [-4.584, 1.788, -0.183], [1.315, -3.402, -1.849], [-0.869, -2.464, 1.884], [3.308, -2.858, -0.184], [-1.227, 4.902, 0.371], [-0.969, -4.008, 1.017], [-1.457, 2.601, 1.278], [-4.866, -1.216, -0.621], [5.188, 0.532, -0.558], [-2.099, 1.932, -1.627], [0.580, -0.653, 0.127], [-6.180, -0.045, -0.707], [4.392, -1.179, 0.991], [-2.534, -0.436, -0.530], [-0.044, 3.858, -0.405]],
  "total_charge": 1,
  "fmax_ev_per_a": 0.7,
  "e_tot_ha": -984.849999,
  "relative_energy_ev": 0.132,
  "smiles": "CCCC[C@@H](CC)C[NH2+]Cc1cccn1CCN1CCOCC1"
}



[4]
{
  "formula": "C26H30N6",
  "method": "ωB97M-V/def2-TZVPD",
  "species": ["N", "N", "N", "N", "N", "N", "C", "C", "C", "C", "C", "C", "C", "C", "C", "C", "C", "C", "C", "C", "C", "C", "C", "C", "C", "C", "C", "C", "C", "C", "C", "C", "H", "H", "H", "H", "H", "H", "H", "H", "H", "H", "H", "H", "H", "H", "H", "H", "H", "H", "H", "H", "H", "H", "H", "H", "H", "H", "H", "H", "H", "H"],
  "xyz": [[34.344, -21.494, -11.398], [26.365, -25.822, -3.102], [28.046, -14.665, -6.615], [29.261, -18.860, -19.575], [15.780, -19.646, -5.517], [24.641, -20.358, -11.058], [28.824, -19.941, -17.719], [21.903, -20.692, -10.767], [23.791, -20.104, -12.082], [16.407, -18.659, -7.472], [15.500, -17.846, -6.742], [29.076, -18.635, -18.218], [28.279, -24.736, -3.441], [32.227, -20.383, -11.367], [30.246, -15.022, -6.246], [27.722, -25.017, -4.704], [22.406, -20.276, -11.994], [29.654, -16.208, -6.819], [28.344, -15.919, -7.111], [34.582, -21.096, -12.673], [16.549, -19.735, -6.678], [22.736, -20.892, -9.689], [29.225, -14.064, -6.221], [15.012, -18.501, -5.612], [29.261, -20.109, -19.915], [33.628, -20.351, -13.311], [32.364, -20.013, -12.694], [24.108, -20.764, -9.913], [33.222, -21.102, -10.777], [29.176, -20.824, -18.731], [26.417, -25.522, -4.471], [27.496, -25.376, -2.513], [15.109, -16.927, -7.152], [29.137, -24.116, -3.227], [25.577, -25.781, -5.098], [29.617, -20.387, -20.895], [20.844, -20.891, -10.700], [17.232, -20.555, -6.842], [35.471, -21.370, -13.222], [29.309, -21.893, -18.660], [31.268, -14.863, -5.935], [28.680, -20.330, -16.722], [29.044, -17.635, -17.811], [14.458, -18.120, -4.767], [16.882, -18.426, -8.414], [22.414, -21.246, -8.721], [33.670, -20.284, -14.388], [27.458, -25.542, -1.446], [27.170, -14.203, -6.417], [31.576, -19.530, -13.253], [28.047, -24.583, -5.637], [24.866, -20.832, -9.147], [15.862, -20.174, -4.660], [30.050, -17.211, -6.772], [27.507, -16.523, -7.430], [31.267, -20.262, -10.887], [24.211, -19.596, -12.938], [29.262, -13.101, -5.732], [33.051, -21.472, -9.776], [21.750, -20.174, -12.846], [29.687, -18.213, -20.224], [25.516, -26.084, -2.621]],
  "fmax_ev_per_a": 4.5,
  "e_tot_ha": -1337.120078,
  "relative_energy_ev": 4.127,
  "smiles": "c1cc[nH]c1.c1cc[nH]c1.c1cc[nH]c1.c1cc[nH]c1.c1ccncc1.c1ccncc1"
}



[5]
{
  "formula": "C4H7NO2",
  "method": "ωB97M-V/def2-TZVPD",
  "species": ["O", "O", "N", "C", "C", "C", "C", "H", "H", "H", "H", "H", "H", "H"],
  "xyz": [[2.860, 0.956, 0.626], [-0.005, -0.989, -0.081], [-0.145, 1.218, -0.619], [2.185, 0.250, -0.085], [-2.190, -0.109, -0.088], [-0.726, 0.137, -0.314], [1.275, -0.810, 0.518], [-2.806, 0.666, -0.549], [1.774, -1.782, 0.421], [1.154, -0.577, 1.582], [-0.808, 1.976, -0.755], [2.279, 0.258, -1.185], [-2.481, -1.092, -0.464], [-2.366, -0.102, 0.994]],
  "fmax_ev_per_a": 0.5,
  "e_tot_ha": -361.822640,
  "relative_energy_ev": 1.584,
  "smiles": "[H]/N=C(\\C)OCC=O"
}



[6]
{
  "formula": "C11H15N",
  "method": "ωB97M-V/def2-TZVPD",
  "species": ["N", "C", "C", "C", "C", "C", "C", "C", "C", "C", "C", "C", "H", "H", "H", "H", "H", "H", "H", "H", "H", "H", "H", "H", "H", "H", "H"],
  "xyz": [[0.766, -0.680, 2.078], [0.990, 0.429, 1.284], [-1.074, -0.440, 0.798], [-1.083, -2.009, -3.607], [2.079, 1.275, 1.235], [-2.465, -0.562, 0.289], [-0.147, 1.666, -0.442], [2.003, 2.372, 0.387], [-0.142, 0.612, 0.467], [-0.509, -1.120, 1.827], [0.895, 2.568, -0.427], [-0.435, -2.587, -2.339], [2.918, 1.067, 1.889], [0.943, 3.315, -1.152], [-1.052, 1.834, -1.017], [-2.684, 0.055, -0.564], [-1.071, -3.376, -1.941], [-0.325, -1.362, -4.062], [-1.032, -1.949, 2.258], [-2.031, -1.498, -3.454], [-2.837, -1.571, 0.053], [-1.268, -2.758, -4.383], [-0.449, -1.811, -1.581], [0.555, -2.959, -2.584], [1.184, -0.762, 2.990], [-3.143, -0.418, 1.114], [2.790, 3.098, 0.551]],
  "fmax_ev_per_a": 1.7,
  "e_tot_ha": -482.889989,
  "relative_energy_ev": 0.685,
  "smiles": "Cc1c[nH]c2ccccc12.CC"
}